Record 1
This record from OMol25 describes a structure of composition C36H60O30. The level of theory is ωB97M-V/def2-TZVPD.

Values from the calculation:
calculated total energy = -3664.66060 a.u.
total charge = 0
highest occupied orbital energy = -9.55 eV
orbital gap = 9.2 eV
LUMO energy = -0.3232 eV
energy above the lowest of the compared OMol25 structures with the same formula, charge and spin = 10.025 eV

```
126
C36H60O30, DFT ωB97M-V/def2-TZVPD
C 24.19918 -17.76082 -16.91965
C 22.88997 -18.36454 -17.45011
C 22.95565 -19.88726 -17.55430
O 21.68123 -20.31355 -17.06657
C 21.10095 -19.31586 -16.40127
O 20.09094 -19.38645 -15.77732
O 21.89437 -18.20815 -16.42506
H 24.91021 -17.97747 -17.71908
H 24.39072 -18.31597 -16.00627
H 24.08327 -16.69412 -16.75749
H 22.49118 -17.99758 -18.39970
H 23.79654 -20.34648 -17.03546
H 22.95542 -20.18070 -18.60525
C 16.05483 -22.33973 -13.29731
C 15.93585 -22.31253 -14.81729
C 17.19511 -22.69561 -15.56442
O 16.71795 -23.38539 -16.70973
C 15.47822 -23.82864 -16.41976
O 14.89556 -24.63492 -17.08829
O 15.00423 -23.28404 -15.30751
H 16.93360 -21.86681 -12.85883
H 15.97044 -23.37936 -12.97986
H 15.22596 -21.83575 -12.80226
H 15.64417 -21.35745 -15.26627
H 17.85990 -23.36658 -14.99991
H 17.88116 -21.86095 -15.72657
C 14.03483 -15.30934 -15.97799
C 13.96578 -14.13496 -16.99112
C 14.46493 -14.51038 -18.39673
O 13.24637 -14.62558 -19.15746
C 12.18526 -14.43272 -18.36941
O 11.06379 -14.64229 -18.71724
O 12.55720 -13.93371 -17.18450
H 13.75606 -16.26754 -16.42277
H 13.34057 -15.10810 -15.16684
H 15.04891 -15.44372 -15.59381
H 14.28134 -13.19608 -16.54192
H 15.04711 -15.42793 -18.37794
H 14.99737 -13.65288 -18.80652
C 18.40512 -16.41042 -17.42790
C 18.21529 -15.00641 -17.92104
C 17.17327 -14.99287 -19.03818
O 16.70106 -13.63802 -18.95711
C 16.79245 -13.24486 -17.67442
O 16.33616 -12.24988 -17.22526
O 17.58106 -14.13713 -16.98367
H 18.94357 -16.94727 -18.21034
H 17.54535 -17.04230 -17.21936
H 19.08039 -16.35751 -16.56878
H 19.14361 -14.52912 -18.23858
H 16.31999 -15.61027 -18.73726
H 17.41087 -15.28734 -20.05646
C 15.89747 -18.10659 -22.13305
C 14.44509 -18.14912 -21.75806
C 13.70583 -16.82670 -22.00047
O 12.66090 -17.13821 -22.92705
C 12.66746 -18.43940 -23.20188
O 11.84659 -18.98540 -23.87609
O 13.78638 -19.01509 -22.71935
H 16.34512 -17.41236 -21.41106
H 16.04416 -17.83510 -23.17502
H 16.39906 -19.05416 -21.92775
H 14.24385 -18.50393 -20.74844
H 14.31244 -16.10302 -22.55023
H 13.30365 -16.41578 -21.07940
C 18.63216 -17.72259 -12.77871
C 17.53796 -17.27744 -13.73391
C 16.95314 -18.47575 -14.51808
O 15.55170 -18.45247 -14.15780
C 15.27927 -17.35820 -13.42009
O 14.19802 -16.95165 -13.16093
O 16.42609 -16.78652 -13.01343
H 18.23430 -18.22352 -11.89911
H 19.16210 -16.82934 -12.43851
H 19.36945 -18.33168 -13.30176
H 17.78908 -16.49393 -14.45419
H 17.37735 -19.42076 -14.18332
H 17.00880 -18.41505 -15.60248
C 17.99588 -19.39947 -18.70961
O 16.93329 -19.96855 -17.91624
C 15.74075 -19.40547 -18.02579
O 15.45140 -18.43615 -18.68697
O 14.86828 -20.09801 -17.30247
C 13.50548 -19.71901 -17.35649
H 17.63406 -18.86497 -19.58703
H 18.58466 -20.15378 -19.23626
H 18.53828 -18.91313 -17.91180
H 12.86634 -20.59254 -17.21556
H 13.17106 -19.38046 -18.33769
H 13.23477 -19.03162 -16.55644
C 12.43351 -18.53042 -21.11655
O 12.08466 -19.38955 -20.03793
C 11.34228 -18.89151 -19.01457
O 11.42234 -19.43751 -17.94735
O 10.58962 -17.87466 -19.34904
C 9.70928 -17.35808 -18.32789
H 11.71806 -17.71676 -21.25278
H 12.54715 -19.10252 -22.03017
H 13.35285 -17.97296 -20.89368
H 10.25137 -16.67764 -17.68232
H 9.32184 -18.18583 -17.73540
H 8.84432 -16.87673 -18.77073
C 21.03909 -14.80707 -20.54085
O 21.06291 -15.69962 -21.63926
C 20.34662 -16.79359 -21.53815
O 19.74938 -17.20234 -20.56059
O 20.40205 -17.43413 -22.71750
C 19.51481 -18.52681 -22.94096
H 21.45727 -13.84632 -20.82182
H 21.42567 -15.26324 -19.63040
H 20.01666 -14.53292 -20.25600
H 18.84345 -18.21755 -23.74143
H 18.88103 -18.71964 -22.07664
H 20.04717 -19.43061 -23.21951
C 10.05823 -24.09618 -12.99029
O 11.35668 -23.53104 -13.07392
C 11.46043 -22.31822 -13.56572
O 10.56401 -21.64419 -13.97954
O 12.75441 -21.98581 -13.51474
C 13.06047 -20.66910 -13.96678
H 9.36840 -23.87223 -13.79988
H 9.58462 -23.66768 -12.10056
H 10.11234 -25.16033 -12.78562
H 13.26948 -20.59147 -15.03182
H 13.98645 -20.40580 -13.46945
H 12.22276 -19.98798 -13.82604
```


Record 2
This record from OMol25 describes the ion C5H12N2 with charge -1. The level of theory is ωB97M-V/def2-TZVPD.

Values from the calculation:
spin multiplicity = 2
calculated total energy = -307.07222 a.u.
total charge = -1
highest occupied orbital energy (alpha / beta) = 1.34 / -4.79 eV
orbital gap (alpha / beta) = 2.9 / 8.8 eV
LUMO energy (alpha / beta) = 4.2513 / 4.0116 eV
energy above the lowest of the compared OMol25 structures with the same formula, charge and spin = 2.448 eV

```
19
C5H12N2, DFT ωB97M-V/def2-TZVPD
C -0.68527 0.18519 0.82807
C -1.41954 -1.21454 0.54743
C -0.41674 -2.20351 0.08881
C 0.65915 -1.90206 -0.68005
N -0.65354 0.95553 -0.40643
C 0.38963 2.08290 -0.42219
N 1.71057 1.61301 -0.05591
H 0.32356 0.04410 1.19748
H -1.23719 0.83698 1.52674
H -1.99154 -1.29872 1.51547
H -2.14692 -0.95846 -0.30445
H -0.47097 -3.16260 0.76720
H 1.38401 -2.73246 -0.80874
H 0.86096 -0.97789 -1.18428
H -0.25818 0.43974 -1.19080
H 0.13486 2.85147 0.33803
H 0.44232 2.53143 -1.43334
H 2.09901 2.01713 0.82600
H 2.29760 0.74163 -0.18542
```


Record 3
This record from OMol25 describes a structure of composition C24H26FN5O3PtS2. The level of theory is ωB97M-V/def2-TZVPD.

Values from the calculation:
spin multiplicity = 3
calculated total energy = -2444.71648 a.u.
total charge = +2
highest occupied orbital energy (alpha / beta) = -12.89 / -13.30 eV
orbital gap (alpha / beta) = 7.9 / 7.5 eV
LUMO energy (alpha / beta) = -4.9800 / -5.7951 eV

```
62
C24H26FN5O3PtS2, DFT ωB97M-V/def2-TZVPD
Pt 0.02969 0.03416 0.03458
C -2.79759 0.04626 -1.94064
C -2.82019 -0.82979 -0.73837
N -1.86877 -0.86869 0.16230
C -2.11789 -1.76132 1.18728
C -3.29518 -2.41766 1.05798
S -4.10574 -1.90515 -0.36272
C -1.09511 -1.83343 2.22174
C -1.06546 -2.49456 3.40564
S 0.38754 -2.14016 4.24258
C 0.90408 -1.11516 2.95989
N 0.02735 -1.06883 1.99681
C 2.18174 -0.35378 2.95650
H -1.88248 0.63462 -1.94669
H -3.64986 0.72604 -1.94520
H -2.84152 -0.54870 -2.85302
H -3.73012 -3.15408 1.71331
H -1.80796 -3.14658 3.83619
H 2.69011 -0.41803 3.91514
H 1.97982 0.69331 2.72733
H 2.85226 -0.72607 2.17958
C 6.90905 -2.99491 -1.27670
C 6.21005 -2.21646 -2.38636
N 4.76873 -2.08075 -2.13670
C 4.33789 -0.99487 -1.47769
C 3.03550 -0.71118 -1.16774
C 2.85138 0.59418 -0.38244
O 3.84980 1.08321 0.10324
O 1.67140 1.13016 -0.34229
C 2.01819 -1.62770 -1.56688
O 0.76900 -1.47375 -1.46534
C 2.50795 -2.85854 -2.18870
C 1.59527 -3.86078 -2.52654
C 2.00286 -5.00823 -3.14230
F 1.05127 -5.91784 -3.44225
C 3.35455 -5.23987 -3.47611
C 4.25887 -4.25458 -3.10153
C 3.86483 -3.06426 -2.48055
N 3.82460 -6.40087 -4.12073
C 4.82973 -6.27265 -5.16942
C 5.84965 -7.40593 -5.01411
N 5.13649 -8.60414 -4.45887
C 3.74338 -8.68601 -4.99448
C 2.92979 -7.53240 -4.39407
H 7.97367 -3.07622 -1.49290
H 6.49411 -3.99785 -1.16727
H 6.79771 -2.47551 -0.32488
H 6.35845 -2.68263 -3.35845
H 6.62610 -1.21379 -2.44854
H 5.08758 -0.27444 -1.17530
H 0.54665 -3.71418 -2.30861
H 5.30964 -4.42773 -3.28069
H 5.34272 -5.31953 -5.11171
H 4.35762 -6.31775 -6.15806
H 6.64902 -7.14332 -4.32433
H 6.29111 -7.66457 -5.97487
H 5.06922 -8.49797 -3.44539
H 5.66269 -9.45664 -4.64997
H 3.30434 -9.64326 -4.72401
H 3.80137 -8.63544 -6.07951
H 2.47767 -7.85502 -3.45849
H 2.12334 -7.28327 -5.08789
```


Record 4
This record from OMol25 describes the molecule C4H5N3O. The level of theory is ωB97M-V/def2-TZVPD.

Values from the calculation:
calculated total energy = -394.73489 a.u.
total charge = 0
highest occupied orbital energy = -8.98 eV
orbital gap = 9.7 eV
SMILES = c1onc2c1CNN2
LUMO energy = 0.7086 eV
energy above the lowest of the compared OMol25 structures with the same formula, charge and spin = 6.331 eV

```
13
C4H5N3O, DFT ωB97M-V/def2-TZVPD
C 1.03415 -0.21829 -1.67595
O 2.33174 0.20184 -1.19260
N 1.97946 0.89462 0.02502
C 0.77631 0.48907 0.36069
C 0.00489 -0.04646 -0.78612
C -1.22640 -0.59199 -0.15207
N -1.19044 -0.14073 1.49284
N 0.02143 0.85065 1.38031
H 1.10563 -0.43195 -2.68574
H -2.32056 -0.26186 -0.57786
H -0.92072 -1.71080 -0.07060
H -2.04975 0.43060 1.59918
H 0.45425 0.53529 2.28291
```


Record 5
This record from OMol25 describes the ion C5H8IO3 with charge -1. The level of theory is ωB97M-V/def2-TZVPD.

Values from the calculation:
calculated total energy = -718.76034 a.u.
total charge = -1
highest occupied orbital energy = -4.51 eV
orbital gap = 7.5 eV
SMILES = C[C@H](O)[C@@](C)(I)C(=O)[O-]
LUMO energy = 2.9453 eV

```
17
C5H8IO3, DFT ωB97M-V/def2-TZVPD
C -1.17303 0.09230 -1.03433
C 0.19676 -0.41521 -0.97890
O 0.34197 -1.68193 -0.63982
C 1.19936 0.49621 0.15183
C 0.78690 0.47294 1.62950
I 3.25555 -0.44392 -0.07232
C 1.38780 2.11448 -0.31082
O 2.53910 2.52268 -0.57719
O 0.27318 2.67255 -0.27294
H -1.65150 -0.14852 -1.97779
H -1.27158 1.09664 -0.69000
H -1.88765 -0.49111 -0.32734
H 0.62779 -0.21734 -2.01227
H 1.20685 -2.05244 -0.77233
H -0.08593 1.09200 1.86950
H 0.36342 -0.49936 2.09923
H 1.64354 0.96017 2.21437
```


Record 6
This record from OMol25 describes a cluster of 2 separate species, C5H14O in total. The level of theory is ωB97M-V/def2-TZVPD.

Values from the calculation:
calculated total energy = -274.11623 a.u.
total charge = 0
highest occupied orbital energy = -10.24 eV
orbital gap = 11.2 eV
SMILES = CC(C)O.CC
LUMO energy = 0.9165 eV
energy above the lowest of the compared OMol25 structures with the same formula, charge and spin = 0.703 eV

```
20
C5H14O, DFT ωB97M-V/def2-TZVPD
C -2.86395 -0.22539 0.85128
C -1.42505 -0.34153 0.38443
C -0.62854 -1.35339 1.20040
O -1.39101 -0.73418 -0.99774
H -3.32146 -1.21576 0.78613
H -3.49608 0.45336 0.18025
H -2.90752 0.13985 1.92954
H -0.94161 0.64973 0.42386
H -1.22814 -2.28082 1.37192
H 0.33669 -1.61716 0.75903
H -0.45352 -1.00983 2.14502
H -1.54060 0.07902 -1.51438
C 1.79030 1.12456 -0.65147
C 3.15446 0.73291 -1.26072
H 1.35697 0.25859 -0.16255
H 1.98176 1.89929 0.07221
H 1.07834 1.45731 -1.42077
H 3.80246 0.34635 -0.42820
H 3.62060 1.66272 -1.61436
H 3.07590 -0.02565 -2.05384
```


Record 7
This record from OMol25 describes a structure of composition C14H15AuN5O2S. The level of theory is ωB97M-V/def2-TZVPD.

Values from the calculation:
calculated total energy = -1500.16266 a.u.
total charge = +1
highest occupied orbital energy (alpha / beta) = -11.54 / -11.51 eV
orbital gap (alpha / beta) = 4.8 / 4.7 eV
LUMO energy (alpha / beta) = -6.7484 / -6.8030 eV
energy above the lowest of the compared OMol25 structures with the same formula, charge and spin = 1.206 eV

```
38
C14H15AuN5O2S, DFT ωB97M-V/def2-TZVPD
Au -1.67995 1.39220 0.15807
O -2.64621 0.40089 -1.37263
N -2.69762 -0.86566 -1.34152
N -2.34360 -1.49555 -0.29280
O -1.94406 -0.92674 0.77611
C -2.29762 -2.90136 -0.37629
C -1.80704 -3.62592 0.70884
C -1.64785 -4.99335 0.59472
C -1.98007 -5.63956 -0.58802
C -2.50339 -4.91476 -1.65267
C -2.66943 -3.54803 -1.55547
H -1.55695 -3.10009 1.61718
H -1.25496 -5.55148 1.42892
H -1.83803 -6.70571 -0.67685
H -2.77446 -5.41809 -2.56763
H -3.08382 -2.98341 -2.37470
C 3.34843 3.32695 -3.67830
C 3.17746 2.27449 -2.64184
C 4.24522 1.75993 -1.89591
C 3.92468 0.75433 -0.99929
N 2.69560 0.31850 -0.83696
C 1.72338 0.84252 -1.58196
S 0.14679 0.16207 -1.47539
N 1.95638 1.81011 -2.45725
H 4.38006 3.38894 -4.01421
H 3.05643 4.29386 -3.26794
H 2.68686 3.11597 -4.51607
H 5.25243 2.11131 -2.03260
H 4.68190 0.26688 -0.39678
C -1.26597 3.11111 4.99216
C -0.10920 2.91257 4.00198
C -0.58345 2.67079 2.68536
N -0.99729 2.46171 1.63300
H -0.86530 3.13024 6.00142
H -1.98066 2.29777 4.91007
H -1.78214 4.04754 4.80003
H 0.48237 2.03371 4.28420
H 0.55105 3.78528 4.00103
```


Record 8
This record from OMol25 describes the ion C6H7N4 with charge +1. The level of theory is ωB97M-V/def2-TZVPD.

Values from the calculation:
calculated total energy = -451.37030 a.u.
total charge = +1
highest occupied orbital energy = -13.93 eV
orbital gap = 8.4 eV
SMILES = C#[N+]n1ncnc1C(=C)C
LUMO energy = -5.5771 eV
energy above the lowest of the compared OMol25 structures with the same formula, charge and spin = 5.552 eV

```
17
C6H7N4, DFT ωB97M-V/def2-TZVPD
C -1.49778 -2.60915 0.30049
N -1.70790 -1.48238 0.21493
N -1.92143 -0.27354 0.16138
N -3.51020 0.47356 -0.04141
C -3.06201 1.62005 -0.30266
N -1.67770 1.86586 -0.36203
C -1.06596 0.79967 0.00886
C 0.45157 0.53899 0.01396
C 1.04176 1.23215 0.97645
C 0.85935 -0.60628 -0.82349
H -1.21866 -3.66143 0.48745
H -3.61828 2.44226 -0.49435
H 2.07741 1.20547 1.13757
H 0.54713 1.74579 1.73832
H -0.11465 -0.92240 -1.30514
H 1.66888 -0.33476 -1.60954
H 1.31264 -1.32740 -0.21643
```


Q: What is the total charge in the fifth record?
A: -1


Q: Look up the calculated total energy of the seventh one.
A: -1500.16266 a.u.